Record 1
{
  "formula": "C41H38ClI2N6O13S",
  "method": "ωB97M-V with the def2-TZVPD basis set",
  "total_charge": 1,
  "lumo_energy_ev": -4.143,
  "multiplicity": 1,
  "homo_energy_ev": -11.45,
  "elements": ["C", "C", "O", "S", "Cl", "C", "I", "C", "C", "I", "H", "H", "H", "H", "H", "H", "H", "H", "C", "C", "C", "C", "C", "C", "N", "O", "O", "H", "H", "H", "H", "H", "C", "C", "C", "C", "C", "C", "N", "O", "O", "H", "H", "H", "H", "H", "C", "C", "C", "C", "C", "C", "N", "O", "O", "H", "H", "H", "H", "H", "C", "C", "C", "C", "C", "C", "N", "O", "O", "H", "H", "H", "H", "H", "C", "C", "C", "C", "C", "C", "N", "O", "O", "H", "H", "H", "H", "H", "C", "C", "C", "C", "C", "C", "N", "O", "O", "H", "H", "H", "H", "H"],
  "coordinates": [[4.56, -1.26, 2.09], [3.92, -1.68, 0.79], [2.67, -2.46, 1.04], [1.30, -1.79, 0.76], [1.29, -0.17, 1.93], [0.16, -2.93, 1.51], [-1.54, -2.01, 2.26], [0.35, -4.25, 1.39], [1.52, -4.96, 0.74], [-1.10, -5.56, 2.07], [5.11, -0.33, 1.96], [5.24, -2.03, 2.44], [3.81, -1.12, 2.87], [4.55, -2.38, 0.24], [3.69, -0.85, 0.11], [1.67, -4.61, -0.29], [1.34, -6.03, 0.71], [2.43, -4.79, 1.31], [-5.65, -0.33, -2.18], [-4.86, -1.22, -1.48], [-4.72, -1.11, -0.11], [-5.39, -0.08, 0.53], [-6.19, 0.83, -0.15], [-6.32, 0.70, -1.52], [-5.25, 0.07, 1.99], [-4.52, -0.71, 2.58], [-5.86, 0.96, 2.54], [-5.76, -0.42, -3.25], [-4.34, -2.02, -2.00], [-4.11, -1.80, 0.46], [-6.69, 1.61, 0.40], [-6.93, 1.39, -2.07], [4.16, -0.06, -3.55], [3.69, -1.31, -3.94], [2.37, -1.65, -3.74], [1.53, -0.71, -3.17], [1.96, 0.54, -2.78], [3.29, 0.87, -2.97], [0.11, -1.07, -2.94], [-0.24, -2.20, -3.23], [-0.61, -0.24, -2.43], [5.19, 0.21, -3.71], [4.37, -2.02, -4.39], [1.98, -2.62, -4.04], [1.27, 1.25, -2.35], [3.66, 1.85, -2.69], [1.65, 6.09, -7.84], [0.67, 5.56, -7.01], [1.02, 4.89, -5.85], [2.37, 4.76, -5.55], [3.36, 5.28, -6.36], [2.99, 5.95, -7.51], [2.75, 4.06, -4.32], [1.86, 3.59, -3.63], [3.93, 3.97, -4.06], [1.37, 6.62, -8.74], [-0.38, 5.67, -7.27], [0.28, 4.47, -5.19], [4.40, 5.16, -6.08], [3.75, 6.36, -8.16], [-10.80, 5.13, 0.52], [-9.57, 4.49, 0.49], [-9.10, 3.92, -0.69], [-9.89, 4.02, -1.82], [-11.12, 4.65, -1.82], [-11.57, 5.21, -0.63], [-9.41, 3.42, -3.08], [-8.34, 2.83, -3.05], [-10.09, 3.55, -4.07], [-11.15, 5.57, 1.44], [-8.96, 4.43, 1.39], [-8.15, 3.42, -0.74], [-11.70, 4.70, -2.73], [-12.53, 5.71, -0.61], [-1.48, -0.34, 6.00], [-1.86, 0.02, 7.28], [-0.92, 0.10, 8.30], [0.40, -0.17, 7.99], [0.81, -0.53, 6.72], [-0.14, -0.61, 5.72], [1.42, -0.07, 9.06], [1.03, 0.22, 10.17], [2.57, -0.29, 8.76], [-2.22, -0.40, 5.21], [-2.90, 0.23, 7.50], [-1.20, 0.38, 9.30], [1.86, -0.73, 6.54], [0.16, -0.89, 4.72], [9.67, -6.05, 2.93], [8.53, -6.71, 2.50], [7.60, -6.04, 1.72], [7.85, -4.73, 1.38], [8.98, -4.05, 1.79], [9.90, -4.73, 2.57], [6.87, -4.02, 0.54], [5.86, -4.61, 0.21], [7.11, -2.86, 0.23], [10.40, -6.58, 3.54], [8.35, -7.74, 2.78], [6.70, -6.53, 1.37], [9.14, -3.02, 1.50], [10.80, -4.22, 2.91]],
  "mulliken_charge": [-0.88, -0.24, -0.17, 0.82, -0.10, -0.42, 0.43, 0.21, -1.14, 0.15, 0.36, 0.23, 0.29, 0.24, 0.23, 0.28, 0.51, 0.22, -0.67, -0.57, -0.40, 0.15, -0.56, -0.06, 1.03, -0.66, -0.59, 0.44, 0.42, 0.48, 0.59, 0.40, -0.76, -0.45, -0.51, -0.05, -0.31, -0.43, 1.13, -0.63, -0.61, 0.47, 0.44, 0.53, 0.51, 0.64, -0.44, -0.46, -0.35, 0.20, -0.35, -0.44, 1.07, -0.60, -0.61, 0.39, 0.37, 0.44, 0.45, 0.37, -0.47, -0.39, -0.24, 0.13, -0.44, -0.40, 0.96, -0.64, -0.59, 0.38, 0.39, 0.41, 0.46, 0.38, -0.27, -0.57, -0.45, 0.11, -0.58, 0.44, 1.01, -0.59, -0.61, 0.31, 0.40, 0.46, 0.47, -0.08, -0.43, -0.47, -0.31, 0.20, -0.36, -0.47, 1.05, -0.62, -0.60, 0.39, 0.38, 0.45, 0.45, 0.38]
}

***

Record 2
{
  "formula": "C29H44BrN3P2Re",
  "method": "ωB97M-V with the def2-TZVPD basis set",
  "total_charge": 4,
  "lumo_energy_ev": [-13.868, -14.788],
  "multiplicity": 4,
  "homo_energy_ev": [-19.18, -19.39],
  "de_lowest_ev": 0.000,
  "s_squared": 3.83,
  "elements": ["C", "C", "C", "C", "N", "C", "C", "C", "C", "C", "C", "C", "C", "C", "Re", "P", "H", "H", "H", "H", "H", "H", "H", "H", "C", "C", "H", "H", "H", "H", "H", "C", "C", "H", "H", "H", "H", "H", "C", "C", "H", "H", "H", "H", "H", "Br", "P", "C", "C", "H", "H", "H", "H", "H", "C", "C", "H", "H", "H", "H", "H", "C", "C", "H", "H", "H", "H", "H", "C", "C", "N", "C", "C", "N", "H", "H", "H", "H", "H", "H"],
  "coordinates": [[-1.61, -4.08, 1.95], [-0.21, -3.88, 1.80], [0.65, -4.96, 1.46], [0.08, -6.23, 1.52], [-1.20, -6.41, 1.80], [-2.03, -5.40, 1.96], [0.40, -2.60, 2.01], [0.95, -1.51, 1.83], [1.43, -0.28, 2.38], [1.99, 0.91, 1.75], [1.06, 2.12, 2.08], [0.78, 2.12, 3.46], [1.11, 1.08, 4.31], [1.34, -0.18, 3.80], [0.64, 1.39, 0.40], [-0.47, -0.67, -1.20], [1.70, -4.80, 1.24], [-2.29, -3.24, 2.14], [0.69, -7.09, 1.24], [-3.10, -5.61, 2.04], [1.29, -1.10, 4.38], [3.03, 1.25, 2.11], [1.03, 1.23, 5.36], [1.17, 3.15, 1.60], [-0.75, -0.06, -2.96], [-0.92, -1.02, -4.14], [0.05, 0.66, -3.17], [-1.66, 0.54, -2.85], [-1.09, -0.42, -5.05], [-0.04, -1.65, -4.34], [-1.79, -1.67, -4.02], [0.34, -2.37, -1.54], [-0.44, -3.67, -1.73], [1.04, -2.49, -0.70], [0.93, -2.20, -2.45], [0.29, -4.49, -1.85], [-1.09, -3.95, -0.89], [-1.05, -3.67, -2.65], [-2.18, -1.26, -0.77], [-3.16, -1.76, -1.84], [-2.63, -0.42, -0.22], [-2.00, -2.07, -0.04], [-4.12, -1.98, -1.35], [-3.38, -1.02, -2.62], [-2.85, -2.68, -2.33], [0.55, 3.92, 4.14], [2.53, 0.63, -0.78], [2.79, -0.25, -2.40], [3.90, 0.32, -3.27], [1.83, -0.22, -2.94], [2.99, -1.31, -2.16], [3.98, -0.25, -4.20], [3.71, 1.37, -3.54], [4.88, 0.28, -2.78], [2.89, 2.43, -1.12], [4.29, 2.86, -0.62], [2.10, 3.02, -0.60], [2.74, 2.62, -2.20], [4.36, 3.95, -0.72], [4.41, 2.59, 0.44], [5.08, 2.38, -1.22], [3.88, -0.17, 0.24], [5.25, -0.49, -0.35], [3.39, -1.10, 0.59], [4.08, 0.43, 1.13], [5.87, -0.90, 0.46], [5.19, -1.25, -1.14], [5.76, 0.40, -0.74], [-2.49, 2.34, 1.90], [-2.12, 2.88, 0.59], [-1.14, 2.41, -0.18], [-1.12, 3.12, -1.39], [-2.09, 4.10, -1.31], [-2.68, 3.93, -0.05], [-1.76, 2.66, 2.66], [-3.49, 2.72, 2.15], [-2.51, 1.24, 1.85], [-0.41, 2.87, -2.15], [-2.37, 4.83, -2.05], [-3.39, 4.54, 0.36]],
  "lowdin_spin": [0.05, -0.01, 0.06, 0.08, 0.72, 0.08, 0.06, -0.01, 0.07, 0.02, 0.10, 0.03, 0.06, 0.01, 1.40, 0.01, 0.01, 0.01, 0.02, 0.02, 0.00, 0.00, 0.00, 0.02, 0.01, 0.00, 0.00, 0.00, 0.00, 0.00, 0.00, 0.00, 0.00, 0.00, 0.00, 0.00, 0.00, 0.00, 0.00, 0.00, 0.00, 0.00, 0.00, 0.00, 0.00, 0.02, 0.02, 0.00, 0.00, 0.00, 0.00, 0.00, 0.00, 0.00, 0.05, 0.01, 0.01, 0.01, 0.00, 0.00, 0.00, 0.00, 0.00, 0.00, 0.00, 0.00, 0.00, 0.00, 0.01, 0.02, 0.02, 0.01, 0.00, 0.00, 0.00, 0.00, 0.00, 0.00, 0.00, 0.00]
}

***

What is the formula in the second record?
C29H44BrN3P2Re

***

Among the records above, which one has the highest multiplicity?
C29H44BrN3P2Re

***

Which of these has the highest multiplicity?
C29H44BrN3P2Re